Density functional theory data (ωB97M-V with the def2-TZVPD basis set) for a 2-piece molecular cluster, C6H16O overall in a non-equilibrium geometry.

Summary:
- Spin multiplicity: 1
- HOMO-LUMO gap: 11.21 eV
- SMILES string: CC(C)C.CCO

```
23
Properties=species:S:1:pos:R:3:forces:R:3
C -1.660 1.878 -0.834 0.88 -1.75 0.93
C -2.523 0.623 -0.470 -1.12 1.52 3.22
O -2.048 2.074 -2.155 1.87 1.15 -2.07
H -1.956 2.753 -0.235 0.09 -0.42 0.20
H -0.452 1.768 -0.670 -3.05 0.12 -1.01
H -3.539 1.062 -0.754 0.85 -1.22 0.68
H -2.990 2.032 -2.328 -0.07 -0.09 0.61
H -2.550 0.398 0.683 0.02 0.48 -2.02
H -2.381 -0.335 -0.951 0.50 0.24 -0.53
C 1.233 -0.440 0.691 2.48 -1.73 -0.16
C 1.808 -0.364 -0.721 1.58 0.81 -0.81
C 0.259 -1.555 0.478 -2.52 -0.30 0.77
C 2.308 -0.933 1.848 -0.73 3.27 -1.89
H 0.859 0.531 0.997 -0.35 -0.03 0.11
H 1.648 -1.289 -1.291 -0.06 0.13 0.31
H 0.841 -2.450 0.512 0.39 -0.79 -0.38
H -0.371 -1.649 1.383 -0.48 -0.05 -0.67
H -0.324 -1.566 -0.528 0.73 0.34 1.99
H 1.905 -0.475 2.734 -0.66 -1.18 1.09
H 2.601 -1.978 1.805 -0.22 0.11 0.31
H 2.942 -0.274 -0.741 -1.35 0.75 -0.14
H 1.217 0.419 -1.276 1.15 -0.51 0.24
H 3.172 -0.229 1.825 0.08 -0.87 -0.76
```
Positions in Å, forces in eV/Å.

=====

Density functional theory data (ωB97M-V with the def2-TZVPD basis set) for one molecule with the formula C26H28FN3O4S in a non-equilibrium geometry.

Summary:
- Spin multiplicity: 1
- HOMO-LUMO gap: 8.40 eV
- SMILES string: COc1ccc(N(CC(=O)N2CCN(c3ccccc3F)CC2)S(=O)(=O)c2ccc(C)cc2)cc1

```
63
Properties=species:S:1:pos:R:3:forces:R:3
C -3.615 -5.776 -0.510 0.07 -0.19 -0.11
H -4.443 -6.479 -0.434 0.09 0.02 -0.04
O -4.026 -4.627 0.191 0.00 0.35 0.16
C -3.175 -3.566 0.256 -0.04 0.17 0.07
C -1.909 -3.519 -0.318 -0.12 -0.25 -0.06
C -1.127 -2.387 -0.183 -0.15 0.05 0.21
C -1.594 -1.279 0.511 -0.23 -0.76 -0.06
C -2.862 -1.324 1.085 0.14 0.02 -0.03
C -3.638 -2.456 0.964 -0.06 -0.23 -0.06
H -4.621 -2.502 1.406 -0.12 -0.01 0.06
H -3.248 -0.473 1.626 -0.05 0.10 0.05
N -0.755 -0.144 0.589 0.26 0.56 -0.84
S -0.648 0.723 -0.861 -0.06 -0.05 -0.35
O -0.587 -0.233 -1.924 -0.39 -0.03 0.10
O 0.449 1.636 -0.735 -0.40 0.25 0.20
C -2.192 1.608 -0.918 0.64 -0.32 -0.01
C -3.297 0.967 -1.443 -0.11 -0.15 -0.13
C -4.523 1.607 -1.414 0.10 0.02 0.05
C -4.646 2.877 -0.856 0.06 -0.05 0.03
C -3.517 3.497 -0.328 0.02 -0.12 -0.04
C -2.285 2.865 -0.352 0.10 0.20 0.03
H -1.403 3.326 0.064 0.07 0.10 0.09
H -3.603 4.479 0.111 0.00 0.10 0.05
C -5.970 3.576 -0.845 0.01 0.03 -0.06
H -6.788 2.861 -0.815 -0.09 0.00 0.01
H -6.050 4.246 0.008 -0.06 0.05 0.05
H -6.077 4.173 -1.751 -0.08 0.06 -0.03
H -5.394 1.117 -1.824 -0.09 -0.06 -0.04
H -3.177 -0.016 -1.872 -0.08 -0.12 -0.09
C -0.858 0.693 1.766 0.01 0.47 0.19
C 0.315 1.673 1.865 -0.31 -0.02 0.64
O 0.093 2.869 1.935 -0.19 0.26 -0.03
N 1.548 1.151 1.986 0.32 -0.01 0.10
C 1.925 -0.237 1.853 0.07 -0.41 -0.22
H 1.058 -0.890 1.908 0.06 0.02 0.07
H 2.611 -0.475 2.674 -0.07 -0.06 -0.08
C 2.649 -0.454 0.521 -0.30 -0.28 0.13
N 3.798 0.429 0.452 -0.02 -0.02 0.28
C 4.876 0.080 -0.346 0.31 -0.14 -0.15
C 5.523 -1.154 -0.186 0.04 -0.12 -0.05
C 6.633 -1.520 -0.914 -0.14 0.01 0.07
C 7.166 -0.638 -1.839 -0.02 0.06 -0.02
C 6.564 0.595 -2.015 0.16 -0.03 -0.10
C 5.441 0.945 -1.289 -0.17 -0.10 0.08
H 4.978 1.901 -1.471 -0.08 0.10 0.02
H 6.964 1.292 -2.736 0.03 0.06 -0.06
H 8.040 -0.913 -2.409 0.08 -0.03 -0.05
H 7.077 -2.487 -0.735 0.02 -0.10 0.05
F 5.066 -2.043 0.739 0.02 0.25 -0.09
C 3.397 1.819 0.546 -0.02 0.16 0.27
H 4.282 2.456 0.509 -0.05 -0.01 -0.02
C 2.695 2.029 1.891 0.10 0.43 -0.20
H 2.342 3.057 1.978 0.08 -0.11 0.04
H 3.382 1.798 2.711 0.00 0.04 -0.07
H 2.698 2.095 -0.255 0.19 0.07 0.01
H 2.961 -1.493 0.446 0.01 0.07 0.00
H 1.949 -0.232 -0.299 0.15 -0.11 0.07
H -0.876 0.049 2.651 0.01 -0.01 -0.14
H -1.769 1.309 1.764 0.17 -0.10 0.11
H -0.149 -2.347 -0.634 0.11 -0.03 -0.03
H -1.517 -4.358 -0.870 0.01 -0.10 -0.05
H -3.421 -5.557 -1.564 0.00 0.00 0.04
H -2.721 -6.222 -0.060 -0.03 0.02 -0.03
```
Positions in Å, forces in eV/Å.

=====

Density functional theory data (ωB97M-V with the def2-TZVPD basis set) for C26H25N6O2V as an isolated structure.

Summary:
- Spin multiplicity: 2
- Net charge: +3
- HOMO-LUMO gap (spin up / spin down): 6.12 / 6.69 eV
- <S²>: 0.762

```
60
Properties=species:S:1:pos:R:3:forces:R:3
V -0.590 0.188 0.223 0.08 -0.37 -0.25
C -3.252 -1.727 0.896 0.01 0.02 -0.02
C -1.953 -2.316 1.342 -0.13 -0.11 -0.02
C -1.903 -3.643 1.770 0.07 0.04 0.02
C -0.709 -4.191 2.192 -0.05 0.02 -0.03
C 0.427 -3.383 2.254 -0.05 0.14 -0.02
C 0.317 -2.068 1.869 0.07 -0.27 0.14
N -0.842 -1.558 1.359 -0.01 0.11 0.00
C 1.351 -1.043 2.078 0.14 0.04 0.22
C 2.545 -1.162 2.766 -0.06 0.02 -0.13
C 3.277 0.001 2.998 0.00 0.02 0.00
C 2.791 1.240 2.599 -0.08 -0.02 -0.04
C 1.578 1.283 1.925 0.12 -0.02 0.05
N 0.931 0.152 1.657 -0.32 0.00 -0.27
C 0.775 2.461 1.566 0.06 0.20 0.00
C 1.205 3.752 1.743 -0.02 -0.10 -0.01
C 0.288 4.789 1.566 -0.06 -0.04 -0.01
C -1.022 4.464 1.313 0.05 -0.04 -0.01
C -1.416 3.129 1.140 -0.01 0.15 0.03
C -2.882 2.855 1.011 -0.01 -0.06 -0.03
N -0.498 2.145 1.180 0.04 0.08 0.03
H -3.981 -1.816 1.704 0.01 0.01 0.00
H -3.657 -2.277 0.045 0.01 0.01 -0.01
H -3.171 -0.672 0.639 -0.04 -0.01 0.02
H -2.813 -4.227 1.767 -0.01 0.00 0.00
H -0.660 -5.225 2.506 0.00 -0.01 0.00
H 1.361 -3.771 2.634 0.01 0.01 0.01
H 2.894 -2.113 3.141 -0.01 -0.01 -0.01
H 4.212 -0.058 3.540 0.00 0.00 0.00
H 3.327 2.144 2.851 0.00 0.01 0.00
H 2.222 3.957 2.047 0.01 0.00 0.00
H 0.592 5.820 1.685 0.00 0.01 0.00
H -1.782 5.231 1.261 0.00 0.01 0.00
H -3.414 3.565 1.643 0.00 -0.01 0.01
H -3.144 1.851 1.333 -0.01 0.00 -0.01
H -3.230 3.005 -0.011 0.00 0.00 0.00
O -2.987 1.454 -2.560 -0.12 -0.25 -0.23
C -2.385 0.662 -1.940 0.24 0.34 0.80
O -1.873 1.004 -0.656 0.12 -0.01 -0.12
C -1.969 -0.732 -2.239 -0.23 0.02 -0.34
C -2.417 -1.435 -3.338 0.04 0.02 0.05
C -1.935 -2.727 -3.517 -0.02 0.03 -0.02
C -1.022 -3.234 -2.605 0.05 0.02 0.07
C -0.625 -2.452 -1.530 -0.03 -0.05 -0.09
N -1.110 -1.221 -1.343 0.14 -0.09 0.06
H -3.119 -0.976 -4.022 -0.01 0.01 0.00
H -2.264 -3.323 -4.358 0.00 -0.01 0.00
H -0.616 -4.230 -2.714 0.00 -0.01 -0.01
H 0.094 -2.820 -0.809 -0.01 -0.01 0.04
C 2.747 0.184 -3.920 -0.02 -0.07 -0.12
N 2.779 0.767 -2.563 -0.04 0.00 0.04
C 3.930 1.624 -2.214 0.10 0.07 0.04
C 1.811 0.603 -1.751 -0.08 0.09 -0.02
N 0.920 0.455 -1.007 0.10 0.04 0.15
H 3.645 -0.415 -4.061 -0.01 0.00 0.01
H 2.722 0.989 -4.652 0.00 0.00 0.02
H 1.867 -0.443 -4.031 0.00 0.01 0.00
H 4.844 1.052 -2.361 -0.01 -0.01 0.01
H 3.856 1.935 -1.175 -0.01 0.00 -0.01
H 3.933 2.498 -2.864 -0.01 -0.01 0.00
```
Positions in Å, forces in eV/Å.

=====

Number 1: energy -313.34838 Ha. Number 2: energy -1970.83751 Ha. Number 3: energy -2427.96130 Ha.